Entry 1:
The following is a DFT calculation (wB97M-V/def2-TZVPD) of an isolated molecule of C5H9N3O in a non-equilibrium geometry.

```
! RIJCOSX wB97M-V def2-TZVPD def2/J DEFGRID3
* xyz 0 1
H -2.01 -1.48 -0.08
N -2.15 -0.50 0.10
C -1.05 0.05 0.39
C -0.89 1.54 0.58
N 0.17 -0.67 0.66
C 0.14 -1.77 1.56
O 1.10 -2.46 1.82
C 1.45 -0.17 0.19
N 1.74 0.35 -0.92
C 0.80 0.34 -2.06
H -1.90 1.98 0.45
H -0.21 1.97 -0.20
H -0.42 1.69 1.59
H -0.85 -1.87 2.06
H 2.22 -0.17 0.97
H 0.58 1.40 -2.24
H 1.35 0.08 -2.95
H -0.04 -0.31 -1.93
*
```

Values from the calculation:
Energy relative to the best compared isomer or geometry (same formula, charge and spin) (kcal per mole): 37.8
Calculated total energy (Ha): -435.39751
E_HOMO (eV): -10.0
SMILES string: [H]/N=C(/C)N(C=O)/C=N\C
Largest force on an atom (eV/A): 2.3


Entry 2:
The following is a DFT calculation (wB97M-V/def2-TZVPD) of a cluster of 8 separate species, C19H25F5NO19 in total in a non-equilibrium geometry.

```
! RIJCOSX wB97M-V def2-TZVPD def2/J DEFGRID3
* xyz -1 1
N -3.06 19.45 -3.77
H -3.83 18.95 -3.34
H -2.14 18.94 -3.70
H -2.93 20.38 -3.36
H -3.20 19.59 -4.78
C -0.14 22.58 -5.28
C -1.42 21.78 -5.07
O -2.17 22.14 -4.12
O -1.66 20.83 -5.85
H -0.35 23.65 -5.34
H 0.45 22.25 -6.14
H 0.47 22.47 -4.38
C 0.63 16.98 -2.08
C 0.38 17.53 -3.49
O 1.32 17.53 -4.29
O -0.78 18.01 -3.68
H 0.75 17.83 -1.40
H 1.53 16.37 -1.99
H -0.22 16.39 -1.71
C -8.12 17.30 -5.08
C -7.99 16.81 -3.66
O -6.63 16.42 -3.59
C -5.95 17.21 -4.47
O -4.78 17.35 -4.49
O -6.81 17.85 -5.30
F -8.78 15.71 -3.45
H -8.87 18.07 -5.24
H -8.28 16.53 -5.83
H -8.17 17.55 -2.87
C -3.25 18.42 1.50
C -2.11 17.43 1.49
O -2.22 16.76 0.28
C -3.26 17.28 -0.44
O -3.54 16.93 -1.53
O -3.87 18.27 0.23
F -2.24 16.53 2.54
H -2.94 19.46 1.65
H -3.93 18.25 2.34
H -1.11 17.86 1.62
C -0.34 21.79 -1.15
C -0.71 20.31 -1.18
O -2.09 20.40 -1.10
C -2.46 21.54 -0.42
O -3.56 21.74 -0.03
O -1.38 22.34 -0.32
F -0.16 19.62 -0.13
H -0.31 22.24 -2.14
H 0.60 21.97 -0.64
H -0.42 19.89 -2.14
C -8.27 21.35 -3.30
C -7.29 21.42 -4.46
O -6.11 20.89 -3.93
C -6.35 20.27 -2.76
O -5.57 19.63 -2.15
O -7.65 20.43 -2.40
F -7.07 22.71 -4.84
H -9.24 20.95 -3.57
H -8.40 22.32 -2.82
H -7.59 20.88 -5.36
C -6.86 19.30 -9.24
C -5.63 20.07 -9.76
O -4.86 20.31 -8.65
C -5.54 20.00 -7.49
O -5.10 20.13 -6.41
O -6.73 19.45 -7.82
F -6.07 21.29 -10.24
H -6.86 18.22 -9.39
H -7.76 19.80 -9.56
H -5.10 19.59 -10.58
*
```

Values from the calculation:
Energy relative to the best compared isomer or geometry (same formula, charge and spin) (kcal per mole): 0.0
Calculated total energy (Ha): -2722.83315
E_HOMO (eV): -4.6
Largest force on an atom (eV/A): 2.8